<one>
The following is a quantum chemistry calculation of C4H2O in the gas phase, from the OMol25 dataset.

Computed properties:
HOMO: -0.34507 Ha
orbital gap: 9.0306 eV
LUMO energy: -0.4 eV
multiplicity: 1
charge: 0

Last column: natural (NBO) charge in e.
Geometry (Å):
H: 2.03082 -0.92015 -1.05802  0.231
C: 1.29526 -0.63402 -0.37780  -0.191
H: -1.20612 0.98613 1.10665  0.085
O: -1.29372 -0.15205 -0.46140  -0.449
C: -0.00152 -0.26691 -0.14415  0.261
C: -1.88407 0.74757 0.23608  0.178
C: 1.05935 0.23942 0.69864  -0.116

---

<two>
The following is a quantum chemistry calculation of 2 unconnected molecules or ions with the total composition C4H2O, from the OMol25 dataset.

Computed properties:
HOMO: -0.36330 Ha
orbital gap: 8.7972 eV
LUMO energy: -1.1 eV
multiplicity: 1
charge: 0

Last column: natural (NBO) charge in e.
Geometry (Å):
H: 0.02546 0.85671 -0.44202  0.223
O: 4.22634 0.06651 -0.02243  -0.501
C: 0.79776 0.09706 -0.46908  -0.261
C: 2.60209 -0.90071 1.08763  0.130
C: 1.73457 -0.22844 0.36109  -0.345
H: 0.68737 -0.66456 -1.21420  0.212
C: 4.97196 0.39387 -0.79638  0.542

---

Top of the stability list: <two>, leading by 214.7 kJ/mol.